Record 1
Here is the molecule C5H11N from the Open Molecules 2025 dataset. Energies are from wB97M-V/def2-TZVPD.

Each line ends with the Löwdin charge.
Cartesian coordinates (Å):
N -0.895 0.204 0.348  -0.13
C -1.923 0.946 -0.334  -0.08
C 1.404 0.476 1.099  -0.04
C -0.594 -1.162 0.607  -0.10
C 1.074 -0.512 -1.239  -0.04
C 0.459 -0.198 0.122  -0.52
H -0.623 -1.472 1.655  0.10
H 1.351 0.389 -1.799  0.08
H 2.301 -0.112 1.323  0.08
H 0.418 -1.126 -1.866  0.07
H -2.885 0.439 -0.207  0.08
H 0.852 0.674 2.022  0.08
H 1.997 -1.086 -1.078  0.08
H 1.720 1.444 0.688  0.08
H -2.018 1.924 0.162  0.07
H -0.873 -1.958 -0.095  0.11
H -1.765 1.132 -1.408  0.07

Summary:
HOMO-LUMO gap in eV: 9.281
LUMO energy in eV: 1.02
Structure (SMILES): CN1CC1(C)C
HOMO level in eV: -8.26
E in a.u.: -251.80196
Energy relative to the best compared isomer or geometry (same formula, charge and spin) in kcal/mol: 38.0
Spin multiplicity: 1


Record 2
Here is a cluster of 2 separate species, C2HIN2O2 in total from the Open Molecules 2025 dataset. Energies are from wB97M-V/def2-TZVPD.

Each line ends with the Löwdin charge.
Cartesian coordinates (Å):
I 1.829 1.494 -0.470  0.82
O 1.944 -4.204 -0.744  0.11
O 3.279 -2.666 0.256  0.07
N 0.545 -2.099 1.277  0.18
N 2.481 -3.546 0.081  -0.24
C 0.423 -1.078 0.758  -0.36
C 0.342 0.135 0.157  -0.58
H -0.558 0.687 0.009  0.00

Summary:
HOMO-LUMO gap (spin up / spin down) in eV: 8.612 / 7.568
LUMO energy (spin up / spin down) in eV: -0.69 / -1.96
HOMO level (spin up / spin down) in eV: -9.30 / -9.52
E in a.u.: -634.29076
Energy relative to the best compared isomer or geometry (same formula, charge and spin) in kcal/mol: 83.0
Spin multiplicity: 1